(1)
{
  "formula": "C19H25BF7N2O3PS",
  "method": "ωB97M-V/def2-TZVPD",
  "energy_ev": -69034.4488,
  "multiplicity": 1,
  "charge": 0,
  "e_homo_ev": -8.38,
  "lumo_ev": -3.7,
  "elements": ["C", "C", "C", "C", "C", "C", "N", "C", "B", "N", "O", "C", "F", "C", "C", "O", "O", "C", "C", "C", "C", "C", "C", "C", "C", "C", "S", "H", "H", "H", "H", "H", "H", "H", "H", "H", "H", "H", "H", "H", "H", "H", "H", "H", "H", "H", "H", "H", "H", "H", "H", "H", "F", "P", "F", "F", "F", "F", "F"],
  "coordinates": [[-2.618, 2.441, -2.832], [-1.497, 1.348, -2.294], [-0.132, 1.282, -3.200], [1.099, 0.421, -2.544], [1.719, -0.587, -3.725], [0.704, -0.440, -1.201], [-0.400, -1.483, -1.136], [-0.793, -2.293, 0.080], [-2.087, -3.338, -0.124], [-3.461, -2.843, 0.385], [-1.892, -4.644, -0.803], [0.010, -2.143, 1.501], [-0.389, -3.000, 2.665], [1.235, -1.058, 1.599], [2.056, -0.858, 3.008], [2.348, -1.989, 3.708], [2.503, 0.434, 3.574], [1.409, 1.108, 4.294], [1.625, 2.717, 4.533], [2.383, 3.505, 3.310], [1.619, 3.827, 1.895], [2.322, 4.588, 0.592], [3.909, 5.098, 0.693], [4.687, 4.787, 2.127], [3.964, 4.025, 3.419], [1.584, -0.208, 0.202], [3.036, 0.995, 0.342], [-3.555, 2.308, -2.104], [-2.273, 3.560, -2.717], [-3.037, 2.187, -3.912], [-2.024, 0.282, -2.404], [-1.255, 1.546, -1.156], [0.237, 2.410, -3.324], [-0.291, 0.886, -4.300], [1.977, 1.204, -2.339], [2.603, -1.256, -3.280], [2.253, 0.103, -4.539], [0.894, -1.215, -4.268], [-0.934, -1.641, -2.042], [-3.812, -2.050, -0.196], [-3.326, -2.424, 1.346], [-0.989, -4.960, -0.448], [1.346, 0.619, 5.380], [0.346, 0.949, 3.813], [2.276, 2.894, 5.510], [0.541, 3.191, 4.663], [0.501, 3.463, 1.763], [1.746, 4.778, -0.423], [4.466, 5.627, -0.192], [5.816, 5.094, 2.295], [4.552, 3.842, 4.437], [3.823, 0.685, -0.807], [-4.043, -6.095, -2.505], [-5.261, -6.254, -1.546], [-5.336, -7.748, -1.980], [-4.258, -6.686, -0.435], [-5.836, -5.692, -0.212], [-6.729, -6.488, -2.013], [-5.365, -4.813, -2.131]]
}



(2)
{
  "formula": "C2H7OS",
  "method": "ωB97M-V/def2-TZVPD",
  "energy_ev": -15070.0237,
  "multiplicity": 1,
  "charge": -1,
  "e_homo_ev": -2.30,
  "lumo_ev": 4.4,
  "elements": ["O", "H", "C", "C", "S", "H", "H", "H", "H", "H", "H"],
  "coordinates": [[1.698, 1.368, 1.521], [1.095, 0.769, 1.905], [-0.727, 0.212, -1.015], [-0.376, -1.184, -0.295], [-0.779, -0.577, 1.480], [-0.658, 1.085, -0.249], [-1.821, 0.282, -1.382], [0.075, 0.500, -1.804], [-1.072, -2.115, -0.407], [0.676, -1.349, -0.478], [1.889, 1.009, 0.723]]
}



(3)
{
  "formula": "H30N5O17S3Zn",
  "method": "ωB97M-V/def2-TZVPD",
  "energy_ev": -123666.0810,
  "multiplicity": 1,
  "charge": 1,
  "e_homo_ev": -10.82,
  "lumo_ev": -4.1,
  "elements": ["Zn", "N", "H", "H", "H", "H", "N", "H", "H", "H", "H", "N", "H", "H", "H", "H", "N", "H", "H", "H", "H", "N", "H", "H", "H", "H", "S", "O", "O", "O", "O", "S", "O", "O", "O", "O", "S", "O", "O", "O", "O", "O", "H", "H", "O", "H", "H", "O", "H", "H", "O", "H", "H", "O", "H", "H"],
  "coordinates": [[1.486, -1.978, -1.003], [2.755, 2.677, -1.207], [2.270, 2.336, -2.034], [2.153, 2.687, -0.376], [3.103, 3.597, -1.466], [3.540, 1.936, -1.074], [2.974, 0.562, 3.130], [2.151, 0.995, 2.711], [3.602, 0.243, 2.288], [2.685, -0.151, 3.800], [3.558, 1.145, 3.731], [-3.551, 2.611, 0.197], [-3.899, 3.135, -0.604], [-4.222, 1.848, 0.353], [-3.462, 3.036, 1.120], [-2.684, 2.079, -0.147], [-1.708, 0.890, -3.039], [-1.719, -0.132, -3.379], [-0.892, 1.358, -3.414], [-1.639, 0.997, -1.983], [-2.594, 1.359, -3.213], [-2.295, -2.623, 0.799], [-1.777, -1.861, 1.264], [-2.312, -2.503, -0.288], [-3.241, -2.637, 1.170], [-1.759, -3.441, 1.075], [4.489, -0.465, -0.162], [4.560, -0.307, 1.318], [3.219, -1.174, -0.575], [4.509, 0.859, -0.840], [5.605, -1.268, -0.598], [-0.303, 0.542, 0.435], [0.543, -0.293, -0.447], [-0.662, -0.296, 1.585], [0.548, 1.691, 0.805], [-1.484, 1.073, -0.305], [-1.339, -2.999, -2.532], [-1.137, -2.129, -3.699], [-1.675, -4.351, -2.922], [-0.128, -3.007, -1.654], [-2.501, -2.465, -1.728], [1.336, -2.884, 0.881], [1.772, -2.765, 1.734], [0.573, -3.443, 1.061], [-3.398, 0.739, 2.398], [-3.937, -0.019, 2.145], [-2.502, 0.535, 2.078], [-1.058, -0.942, 4.120], [-1.722, -1.638, 4.104], [-0.844, -0.758, 3.180], [1.721, -1.420, -2.966], [1.419, -0.572, -3.289], [2.241, -1.793, -3.691], [-0.847, 4.107, 0.618], [-1.047, 4.042, -0.321], [-0.474, 3.234, 0.857]]
}



(4)
{
  "formula": "C4H9NO2",
  "method": "ωB97M-V/def2-TZVPD",
  "energy_ev": -9876.6328,
  "multiplicity": 1,
  "charge": 0,
  "e_homo_ev": -9.42,
  "lumo_ev": 0.4,
  "elements": ["C", "C", "C", "O", "N", "C", "O", "H", "H", "H", "H", "H", "H", "H", "H", "H"],
  "coordinates": [[-1.000, 1.198, -0.595], [-0.677, 0.376, 0.592], [-1.179, -1.065, 0.584], [-0.022, -1.724, 0.986], [1.318, 0.587, 0.284], [2.033, -0.247, -0.487], [1.716, -1.413, -0.792], [-0.533, 2.179, -0.498], [-2.088, 1.253, -0.665], [-0.620, 0.717, -1.499], [-0.787, 0.871, 1.565], [-2.007, -1.286, 1.303], [-1.559, -1.407, -0.410], [0.675, -1.668, 0.204], [1.733, 1.531, 0.339], [2.997, 0.099, -0.909]]
}



(5)
{
  "formula": "CH3Br2N",
  "method": "ωB97M-V/def2-TZVPD",
  "energy_ev": -142655.5887,
  "multiplicity": 1,
  "charge": 0,
  "e_homo_ev": [-8.74, -9.58],
  "lumo_ev": [-1.4, -0.4],
  "elements": ["C", "N", "Br", "Br", "H", "H", "H"],
  "coordinates": [[-0.005, -0.067, -0.060], [-2.210, 2.066, -0.884], [-2.920, 2.485, 0.724], [-1.242, 3.339, -1.718], [-0.361, -0.113, 0.948], [-0.357, -0.769, -0.785], [0.691, 0.692, -0.350]]
}



(6)
{
  "formula": "C11H25Br2N3O3",
  "method": "ωB97M-V/def2-TZVPD",
  "energy_ev": -162510.3265,
  "multiplicity": 1,
  "charge": 0,
  "e_homo_ev": -9.04,
  "lumo_ev": 0.3,
  "elements": ["Br", "C", "C", "Br", "H", "H", "H", "H", "C", "O", "N", "C", "C", "H", "H", "H", "H", "H", "H", "H", "C", "O", "N", "C", "C", "H", "H", "H", "H", "H", "H", "H", "C", "O", "N", "C", "C", "H", "H", "H", "H", "H", "H", "H"],
  "coordinates": [[-3.260, -0.192, 9.430], [-3.243, 0.069, 7.509], [-1.950, 0.691, 7.083], [-1.887, 0.715, 5.152], [-4.086, 0.707, 7.259], [-3.415, -0.905, 7.063], [-1.072, 0.157, 7.433], [-1.871, 1.718, 7.430], [-0.938, -0.233, 1.667], [-0.441, 0.822, 1.299], [-1.576, -1.103, 0.860], [-2.041, -2.380, 1.341], [-1.858, -0.751, -0.507], [-0.928, -0.563, 2.717], [-3.127, -2.460, 1.258], [-1.761, -2.511, 2.386], [-1.577, -3.193, 0.778], [-1.119, -1.163, -1.202], [-2.860, -1.072, -0.789], [-1.809, 0.334, -0.610], [3.235, 0.783, 1.626], [4.097, 1.132, 2.399], [3.224, 1.035, 0.288], [4.243, 1.845, -0.316], [2.169, 0.547, -0.563], [2.374, 0.171, 1.941], [3.829, 2.774, -0.723], [4.750, 1.317, -1.130], [4.987, 2.111, 0.431], [1.349, 0.104, -0.002], [1.695, 1.363, -1.122], [2.524, -0.184, -1.299], [-0.004, 1.288, -6.222], [0.650, 1.844, -7.078], [0.164, 0.005, -5.814], [-0.671, -0.579, -4.788], [1.223, -0.814, -6.364], [-0.828, 1.813, -5.713], [-0.105, -0.767, -3.870], [-1.095, -1.524, -5.132], [-1.489, 0.102, -4.557], [0.827, -1.781, -6.676], [1.641, -0.314, -7.235], [2.028, -0.955, -5.638]]
}



(7)
{
  "formula": "CH3BF2O2",
  "method": "ωB97M-V/def2-TZVPD",
  "energy_ev": -11290.5831,
  "multiplicity": 1,
  "charge": 0,
  "e_homo_ev": -9.45,
  "lumo_ev": -4.1,
  "elements": ["B", "C", "O", "O", "F", "F", "H", "H", "H"],
  "coordinates": [[0.330, 0.452, 0.016], [0.603, -1.137, -0.066], [-0.843, 0.946, 0.170], [1.480, 1.161, -0.108], [-2.850, -0.400, 0.068], [1.769, -1.462, 0.273], [0.007, -1.958, -0.499], [-1.728, 0.391, 0.106], [1.231, 2.006, 0.039]]
}



(8)
{
  "formula": "C4H7NO2",
  "method": "ωB97M-V/def2-TZVPD",
  "energy_ev": -9843.9554,
  "multiplicity": 1,
  "charge": 0,
  "e_homo_ev": -9.78,
  "lumo_ev": 0.8,
  "elements": ["O", "N", "C", "C", "C", "C", "O", "H", "H", "H", "H", "H", "H", "H"],
  "coordinates": [[-0.278, -2.328, -0.674], [-0.492, -1.743, 0.595], [-0.278, -0.502, 0.466], [-0.251, 0.714, 1.372], [0.397, 1.490, 0.186], [0.015, 0.332, -0.755], [0.946, -0.046, -1.720], [-0.569, -3.241, -0.564], [0.365, 0.599, 2.265], [-1.236, 1.105, 1.652], [1.482, 1.541, 0.289], [0.018, 2.487, -0.055], [-0.983, 0.492, -1.196], [0.795, -0.989, -1.880]]
}